(1)
This record from the Open Molecules 2025 dataset describes an isolated molecule of C3H9NO2. The level of theory is ωB97M-V/def2-TZVPD.

```
15
Properties=species:S:1:pos:R:3:forces:R:3
C 1.745034 -0.913288 0.138680 0.26 1.17 4.07
C -1.714192 0.660259 -0.030598 -0.34 -2.10 3.30
O -3.091172 0.294831 0.158911 0.47 -0.07 -0.75
H 0.708554 0.452117 -1.057714 0.25 0.01 -1.68
H 3.329875 0.151603 -0.534755 -0.27 -0.28 0.37
H -1.584561 1.246559 -0.894167 0.01 0.88 -1.28
H -1.420442 1.173635 0.898528 0.13 0.36 -0.63
C 0.590658 0.085393 -0.062048 -1.34 -2.49 -3.59
H 1.532639 -1.310951 1.171045 0.51 0.18 -0.78
H 1.790474 -1.826995 -0.442528 -0.10 0.42 -0.93
H 0.568383 1.079411 0.317914 0.31 0.10 2.17
O 3.046088 -0.225388 0.316693 -1.32 -0.65 -1.00
H -1.191961 -1.115294 -0.817687 1.35 0.18 0.04
N -0.822534 -0.561345 -0.033449 -0.26 2.41 0.82
H -3.486850 0.809452 0.871171 0.33 -0.12 -0.14
```
Positions in Å, forces in eV/Å.

Properties
**ΔE to the lowest compared entry with this formula, charge and spin**: 71.8 kcal per mole
**Charge**: 0
**SMILES**: OCCNCO
**E_HOMO**: -9.23 eV
**E**: -8839.843 eV
**Maximum force**: 0.089 Eh/bohr
**Frontier orbital gap**: 10.0 eV
**LUMO**: 0.8 eV

=====

(2)
This record from the Open Molecules 2025 dataset describes a cluster of 2 separate species, C3H9NO2 in total. The level of theory is ωB97M-V/def2-TZVPD.

```
15
Properties=species:S:1:pos:R:3:forces:R:3
C -1.245827 0.693506 1.615754 0.65 -1.82 -3.63
C 2.351947 -0.975601 -2.388636 4.33 0.79 -0.40
O -0.360462 0.260525 0.569141 0.85 -1.61 7.56
C -0.568034 0.318134 2.829795 0.71 -0.88 3.30
N 1.362445 -1.049222 -3.376140 3.71 -0.31 -0.72
H 1.397458 -1.778263 -4.002869 0.11 -1.69 -1.33
H 2.243536 -0.156443 -1.673199 -1.03 -0.80 0.65
H 0.530703 -0.792188 -3.132759 -6.07 1.43 1.67
H -1.126060 -0.297239 3.592964 -0.16 1.23 -0.89
H 0.319239 -0.282260 2.711894 0.21 -0.12 -0.85
H -0.464558 0.515338 -0.253938 -1.78 2.40 -6.27
O -2.329087 1.117529 1.391129 -0.15 0.59 0.34
H 2.872153 -1.950582 -1.971588 -1.46 1.87 -0.54
H -0.169185 1.223597 3.280417 -0.32 0.22 0.43
H 3.147471 -0.378069 -2.941577 0.40 -1.29 0.67
```
Positions in Å, forces in eV/Å.

Properties
**ΔE to the lowest compared entry with this formula, charge and spin**: 62.6 kcal per mole
**Charge**: 0
**SMILES**: CC(=O)O.CN
**E_HOMO**: -8.76 eV
**E**: -8840.242 eV
**Maximum force**: 0.151 Eh/bohr
**Frontier orbital gap**: 9.5 eV
**LUMO**: 0.7 eV

=====

(3)
This record from the Open Molecules 2025 dataset describes a cluster of 2 separate species, C3H9NO2 in total. The level of theory is ωB97M-V/def2-TZVPD.

```
15
Properties=species:S:1:pos:R:3:forces:R:3
C -0.449602 -0.643983 -0.052752 -0.14 -0.44 0.83
H 1.297139 1.101877 2.326754 -0.01 -0.04 0.13
H 1.389248 -1.082947 1.101164 -0.16 -0.33 -0.06
H -1.778279 -2.030892 -0.492761 0.36 -0.58 0.04
H -0.325517 -2.693729 0.307986 -0.25 0.00 0.00
O 1.095167 1.750744 -1.904830 -0.20 0.35 0.14
C 0.388663 0.582679 2.013334 0.49 0.45 0.28
H -0.331401 1.372880 1.811930 -0.19 -0.17 -0.21
H 1.360501 0.346360 0.119026 0.22 0.09 0.07
H 0.060325 -0.000390 2.871285 -0.20 -0.15 -0.13
H 0.662870 2.479123 -2.379775 0.16 -0.42 0.29
H 0.462276 1.485445 -1.212192 -0.11 0.12 -0.59
C 0.756081 -0.254353 0.795027 -0.13 0.10 -0.67
O -1.100600 0.181305 -0.664778 0.18 0.65 -0.05
N -0.888001 -1.929074 -0.020821 -0.01 0.38 -0.06
```
Positions in Å, forces in eV/Å.

Properties
**ΔE to the lowest compared entry with this formula, charge and spin**: 7.1 kcal per mole
**Charge**: 0
**SMILES**: CCC(N)=O.O
**E_HOMO**: -10.15 eV
**E**: -8842.646 eV
**Maximum force**: 0.018 Eh/bohr
**Frontier orbital gap**: 11.0 eV
**LUMO**: 0.9 eV

=====

Q: What is the formula in the second record?
A: C3H9NO2